Entry 1:
Molecular formula: C20H26N2O3S
Method: DFT, ωB97M-V/def2-TZVPD

```
52
Properties=species:S:1:pos:R:3:nbo_charge:R:1
C 5.822 4.048 -0.745 -0.6167
C 4.520 3.263 -0.745 -0.0632
O 4.602 2.297 0.286 -0.5019
C 3.556 1.450 0.472 0.3081
C 2.385 1.466 -0.277 -0.3430
C 1.366 0.561 -0.012 0.2023
C 1.515 -0.387 1.018 0.2201
C 2.685 -0.390 1.760 -0.2576
C 3.694 0.516 1.495 -0.2679
H 4.603 0.509 2.075 0.2214
H 2.832 -1.106 2.553 0.2148
O 0.470 -1.275 1.173 -0.5219
C 0.371 -2.012 2.371 -0.0526
C 0.019 -1.146 3.576 -0.6426
H -0.084 -1.770 4.459 0.2147
H 0.794 -0.404 3.754 0.2182
H -0.920 -0.627 3.397 0.2142
H -0.436 -2.726 2.180 0.1856
H 1.292 -2.580 2.557 0.1703
N 0.168 0.546 -0.729 -0.6764
C -0.158 1.253 -1.840 0.6906
O 0.566 2.044 -2.410 -0.6224
C -1.551 0.917 -2.357 -0.5230
C -1.504 -0.343 -3.231 -0.5094
H -0.517 -0.803 -3.231 0.2231
H -1.775 -0.117 -4.261 0.2341
S -2.690 -1.625 -2.704 0.1620
C -1.702 -2.541 -1.456 -0.5126
C -2.540 -2.888 -0.237 -0.4516
C -2.896 -1.718 0.638 0.2430
N -2.241 -0.576 0.487 -0.4804
C -2.532 0.444 1.281 0.0522
C -3.492 0.387 2.274 -0.2681
C -4.186 -0.804 2.438 -0.1573
C -3.886 -1.868 1.610 -0.2471
H -4.406 -2.809 1.706 0.2185
H -4.948 -0.897 3.198 0.2198
H -3.693 1.243 2.898 0.2247
H -1.961 1.348 1.108 0.2001
H -3.462 -3.379 -0.558 0.2237
H -1.981 -3.607 0.371 0.2255
H -1.352 -3.455 -1.937 0.2215
H -0.852 -1.926 -1.176 0.2325
H -2.231 0.757 -1.521 0.2385
H -1.908 1.763 -2.944 0.2328
H -0.555 -0.052 -0.319 0.4553
H 2.237 2.170 -1.076 0.2636
H 3.670 3.936 -0.564 0.1728
H 4.373 2.769 -1.715 0.1759
H 5.967 4.529 0.218 0.2115
H 6.659 3.379 -0.927 0.2120
H 5.796 4.807 -1.523 0.2122
```

For the HOMO energy, the calculation gives -7.54 eV. Its HOMO-LUMO gap is 8.182 eV. The SMILES is CCOc1ccc(OCC)c(NC(=O)CCSCCc2ccccn2)c1. The LUMO energy is 0.6 eV.

Entry 2:
Molecular formula: C5H9BO3
Method: DFT, ωB97M-V/def2-TZVPD

```
18
Properties=species:S:1:pos:R:3:nbo_charge:R:1
B 0.127 -0.126 -0.647 1.1059
C -0.128 -0.855 1.998 0.2926
C -0.202 -0.823 -2.676 -0.0875
C -1.483 0.070 -2.218 -0.0828
C 1.033 1.486 2.345 -0.6902
C 1.047 0.039 1.816 -0.2975
O -1.169 -0.614 2.570 -0.6023
O 0.628 -0.944 -1.582 -0.7140
O -0.968 0.531 -0.919 -0.7304
H 0.089 -1.939 1.837 0.1144
H -0.410 -1.777 -3.097 0.1852
H 0.367 -0.341 -3.380 0.1699
H -1.374 0.883 -2.952 0.2005
H -2.330 -0.433 -2.059 0.1944
H 0.508 1.527 3.425 0.2323
H 2.040 1.930 2.486 0.2304
H 0.292 1.912 1.651 0.2494
H 1.932 -0.525 1.403 0.2295
```

For the HOMO energy (spin up / spin down), the calculation gives -8.27 / -8.27 eV. Its HOMO-LUMO gap (spin up / spin down) is 8.146 / 8.144 eV. The LUMO energy (spin up / spin down) is -0.1 / -0.1 eV.

Entry 3:
Molecular formula: C10H16F18N3O16S6Y
Method: DFT, ωB97M-V/def2-TZVPD

```
70
Properties=species:S:1:pos:R:3:nbo_charge:R:1
Y 0.111 0.089 0.063 2.0001
C 2.221 -3.021 -2.664 0.8219
F 1.233 -3.811 -3.006 -0.2792
F 3.426 -3.653 -2.750 -0.2899
F 2.203 -1.895 -3.404 -0.2985
S 1.987 -2.455 -0.807 2.0982
O 2.619 -3.472 0.050 -0.8338
O 2.567 -1.119 -0.663 -0.9151
N 0.307 -2.063 -0.589 -1.2913
S -0.294 -3.438 -0.147 2.2121
O 0.330 -4.681 -0.481 -0.8846
O -0.804 -3.377 1.208 -0.8885
C -1.894 -3.455 -1.282 0.7507
F -2.434 -2.214 -1.348 -0.3147
F -1.586 -3.897 -2.511 -0.3266
F -2.772 -4.320 -0.846 -0.2913
C -1.657 0.048 4.063 0.8085
F -0.436 -0.489 4.240 -0.3032
F -2.523 -0.989 3.961 -0.2922
F -1.898 0.708 5.139 -0.2749
S -1.647 1.174 2.496 2.1059
O -2.505 2.363 2.690 -0.7920
O -0.227 1.437 2.231 -0.9701
N -1.857 0.052 1.126 -1.2635
S -3.402 -0.326 1.238 2.1637
O -3.582 -1.756 1.013 -0.8884
O -4.186 0.152 2.372 -0.8902
C -4.181 0.620 -0.306 0.7724
F -5.428 0.174 -0.396 -0.2946
F -4.137 1.962 -0.132 -0.3069
F -3.480 0.298 -1.418 -0.3166
C 1.069 4.200 1.356 0.8091
F 0.204 3.973 2.344 -0.2866
F 1.148 5.529 1.165 -0.2830
F 2.232 3.624 1.768 -0.3051
S 0.469 3.344 -0.280 2.1127
O -0.859 2.792 -0.039 -0.9282
O 0.602 4.313 -1.365 -0.8335
N 1.385 1.822 -0.421 -1.2860
S 2.806 2.337 -0.905 2.2055
O 3.162 3.729 -0.845 -0.8896
O 3.788 1.431 -0.416 -0.9042
C 2.630 1.962 -2.859 0.7675
F 1.803 2.898 -3.355 -0.3216
F 3.793 2.088 -3.478 -0.2995
F 2.093 0.772 -2.989 -0.3010
C 2.495 -0.104 2.505 -0.2626
O 1.358 -0.806 1.971 -0.8019
H 2.589 -0.188 3.587 0.1872
H 3.406 -0.551 2.105 0.1994
H 2.528 0.968 2.307 0.2090
H 1.524 -1.623 2.446 0.5427
C 1.804 -2.868 5.189 -0.2438
O 1.567 -2.858 3.815 -0.7544
H 0.999 -2.283 5.633 0.1884
H 1.695 -3.898 5.528 0.1776
H 2.816 -2.480 5.299 0.1736
H 1.770 -3.728 3.462 0.4884
C -0.770 -0.454 -3.245 -0.2537
O -0.688 0.385 -2.128 -0.8079
H -0.350 -1.442 -3.053 0.1971
H -1.825 -0.640 -3.446 0.1969
H -0.215 -0.033 -4.084 0.1923
H -1.106 1.172 -2.485 0.5451
C -2.040 2.879 -4.398 -0.2510
O -1.713 2.696 -3.022 -0.7514
H -1.249 3.488 -4.835 0.1803
H -2.115 1.908 -4.888 0.1852
H -2.955 3.465 -4.481 0.1804
H -1.927 3.533 -2.603 0.4996
```

For the HOMO energy, the calculation gives -11.18 eV. Its HOMO-LUMO gap is 10.605 eV. The LUMO energy is -0.6 eV.

Entry 4:
Molecular formula: C5H7N
Method: DFT, ωB97M-V/def2-TZVPD

```
13
Properties=species:S:1:pos:R:3:nbo_charge:R:1
N 2.710 -0.428 1.574 -0.3319
C 2.084 -0.153 0.643 0.2904
C 1.206 0.192 -0.475 -0.5091
C -0.190 0.512 0.071 -0.2230
C -1.096 -0.552 0.634 -0.4147
C -1.425 0.130 -0.677 -0.4126
H 1.207 -0.667 -1.162 0.2477
H 1.682 1.009 -1.037 0.2528
H -0.308 1.441 0.626 0.2239
H -1.601 -0.307 1.569 0.2245
H -0.808 -1.601 0.606 0.2197
H -1.245 -0.448 -1.579 0.2109
H -2.214 0.870 -0.793 0.2214
```

For the HOMO energy, the calculation gives -11.01 eV. Its HOMO-LUMO gap is 11.961 eV. The SMILES is N#CCC1CC1. The LUMO energy is 1.0 eV.